[1]
The following is a quantum chemistry calculation of C14H26N2O9P2S4Sr as an isolated structure in a non-equilibrium geometry, from OMol25.

The geometry in XYZ format:
```
58
C14H26N2O9P2S4Sr | OMol25 | wB97M-V/def2-TZVPD
Sr -0.88037 0.03220 0.08134
C 0.77830 -2.43202 2.50776
C 1.91394 -1.42244 2.56124
S 1.79049 -0.14143 1.29443
C 2.08576 1.39403 2.19246
C 1.09825 1.71333 3.30596
S -0.64690 1.71990 2.77670
C -1.43430 0.62101 3.98692
C -0.87210 -0.78836 4.12792
S -0.92047 -1.78221 2.60923
H 0.78805 -2.97627 1.56053
H 0.91001 -3.17228 3.29744
H 1.99009 -0.93382 3.53064
H 2.87527 -1.91617 2.41321
H 3.10940 1.33911 2.57708
H 2.06606 2.16544 1.41983
H 1.19798 1.00498 4.12626
H 1.32722 2.69883 3.71093
H -1.40827 1.10840 4.96261
H -2.48117 0.58876 3.67909
H 0.15708 -0.76557 4.47968
H -1.45354 -1.31276 4.88665
N -1.04745 0.51269 -3.09498
C -2.50818 0.15317 -2.84696
C -3.19419 0.04483 -4.20759
P -3.24589 1.50636 -1.79427
O -3.64717 2.61067 -2.88451
O -4.44735 0.95186 -1.11769
O -2.06118 2.03069 -1.00537
P -2.52166 -1.57610 -2.02320
O -3.13639 -1.26176 -0.54911
O -3.33128 -2.48142 -2.83737
O -1.04975 -1.79281 -1.70943
H -0.88623 0.69929 -4.08467
H -0.41859 -0.27747 -2.84729
H -0.79849 1.37012 -2.58687
H -3.10630 0.97898 -4.76559
H -4.25010 -0.17204 -4.05664
H -2.78752 -0.78834 -4.78166
H -4.60591 2.68642 -2.96880
H -3.91566 -0.65133 -0.61739
N 1.88140 -0.39206 -3.26492
C 2.83192 -0.27597 -2.19801
C 3.19242 0.98387 -1.73828
C 4.05310 1.10972 -0.65738
C 4.52308 -0.01706 -0.00910
C 4.22096 -1.27603 -0.51216
C 3.37274 -1.40975 -1.60015
S 5.29652 0.12699 1.60070
O 6.46440 -0.72149 1.54637
O 4.23152 -0.38026 2.47890
O 5.52581 1.55171 1.76045
H 1.81485 -1.35261 -3.58284
H 2.15932 0.16906 -4.06257
H 2.79542 1.86956 -2.22597
H 4.32160 2.08217 -0.26374
H 4.62244 -2.15023 -0.01403
H 3.11298 -2.39361 -1.97663
```

Values from the calculation:
* spin multiplicity: 1
* ΔE to the lowest compared entry with this formula, charge and spin: 43.2 kcal/mol

---

[2]
The following is a quantum chemistry calculation of an isolated ion of composition C14H26N3O3S and charge +1 in a non-equilibrium geometry, from OMol25.

The geometry in XYZ format:
```
47
C14H26N3O3S | OMol25 | wB97M-V/def2-TZVPD
C 1.14739 -3.53130 -0.17988
C 2.11641 -2.93463 0.85445
C 2.33006 -1.43282 0.66832
C 2.76464 -1.00479 -0.74602
C 2.28747 0.43072 -1.05895
C 1.16433 0.51202 -2.10491
C -0.28407 0.56798 -1.56285
N -0.44827 1.20379 -0.25710
C -0.07203 2.51262 -0.00411
C 0.51241 3.46606 -0.97333
C -0.31574 2.72620 1.32568
O -0.09657 3.82921 2.06535
N -0.83961 1.54943 1.81949
O -1.23216 1.25779 3.09789
N -1.90943 2.47322 3.77311
O -2.81018 2.10317 4.34070
C -0.92680 0.61996 0.85081
C -1.43662 -0.75484 1.10684
C -2.38653 -1.36064 0.05253
C -3.30893 -0.34933 -0.66379
S -4.99905 -1.01615 -0.83392
H 0.45094 -4.23568 0.25693
H 0.59598 -2.71179 -0.64669
H 1.71161 -3.99158 -0.98539
H 1.69098 -3.08002 1.84743
H 3.08771 -3.42323 0.85563
H 1.41164 -0.90733 0.94281
H 3.08214 -1.08403 1.37427
H 3.85082 -0.97889 -0.73000
H 2.44615 -1.70986 -1.50643
H 3.13277 0.97992 -1.46947
H 2.04648 0.92225 -0.11748
H 1.21677 -0.39819 -2.69514
H 1.33134 1.34136 -2.78209
H -0.70234 -0.42719 -1.56784
H -0.87459 1.15134 -2.26627
H 1.44385 3.05411 -1.35741
H -0.13371 3.65823 -1.82525
H 0.77477 4.39190 -0.47772
H 0.83809 3.84471 2.30635
H -1.99696 -0.68744 2.03463
H -0.58991 -1.41031 1.29795
H -3.01090 -2.10860 0.52599
H -1.78689 -1.90207 -0.67611
H -2.96416 -0.22769 -1.68316
H -3.36977 0.60940 -0.16104
H -4.93956 -1.53698 -2.06477
```

Values from the calculation:
* SMILES string: CCCCCCCn1c(C)c(O)[n+](ON=O)c1CCCS
* spin multiplicity: 1
* total charge: +1

---

[3]
The following is a quantum chemistry calculation of C14H26N4OP2Pr as an isolated structure in a non-equilibrium geometry, from OMol25.

The geometry in XYZ format:
```
48
C14H26N4OP2Pr | OMol25 | wB97M-V/def2-TZVPD
Pr -0.49417 0.11316 0.36216
P -2.80296 -1.26666 0.96384
P -0.82484 2.85263 0.36317
N 0.04964 -1.90367 -0.76202
N 1.29666 0.63003 -0.97528
H 1.92027 -2.73484 -1.43038
H 3.08736 -0.47468 -1.51097
H 2.00353 -1.90781 0.13873
C 1.52407 -1.87039 -0.86340
H 1.71768 -0.65922 -2.63458
C 1.98285 -0.54159 -1.56533
H -0.30190 -3.95895 -0.27504
H 2.51201 2.31666 -1.54090
C -0.67301 -2.91502 -0.21270
C 1.58910 1.93984 -1.04505
C -1.93712 -2.74668 0.44236
C 0.75598 2.97473 -0.48386
H -2.48422 -3.66274 0.70850
H 1.12805 4.00655 -0.54518
H -2.12349 3.20165 -0.25180
H -0.82597 2.97460 1.84783
H -3.86443 -0.74595 0.09395
H -2.94914 -0.94867 2.40974
H -0.11152 1.05416 -2.96136
C -1.13905 0.69609 -3.09456
C -2.07615 1.87523 -3.13051
C -1.20736 -0.21246 -4.29830
O -1.48536 -0.08661 -1.88502
H -1.90364 2.48078 -4.03011
H -3.11650 1.52659 -3.14089
H -1.94056 2.53007 -2.26277
H -0.51108 -1.05513 -4.19056
H -2.22767 -0.61122 -4.38795
H -0.95042 0.32174 -5.22506
H -0.97336 -0.95687 -1.89219
N -0.02121 -2.00329 3.25004
C 0.75599 -0.89556 3.42139
C 1.46465 -0.68262 4.61395
C 2.25833 0.45901 4.70551
C 2.33874 1.38387 3.65018
C 1.60612 1.12592 2.50272
N 0.84439 -0.00140 2.40145
H -0.52860 -2.24327 2.39175
H -0.09336 -2.64250 4.02864
H 1.36646 -1.44578 5.39169
H 2.83232 0.63926 5.60805
H 2.94414 2.29031 3.68289
H 1.58879 1.78069 1.61723
```

Values from the calculation:
* spin multiplicity: 4
* total charge: +2
* ΔE to the lowest compared entry with this formula, charge and spin: 35.4 kcal/mol

---

[4]
The following is a quantum chemistry calculation of C14H26N4ORuS4Sb as an isolated structure in a non-equilibrium geometry, from OMol25.

The geometry in XYZ format:
```
51
C14H26N4ORuS4Sb | OMol25 | wB97M-V/def2-TZVPD
Ru -0.86326 0.06302 1.04092
S 0.39287 2.26329 5.05459
Sb 0.27720 0.08247 4.32744
S -1.80269 -0.16504 3.08985
S 1.23464 0.04192 2.09677
S 0.80672 -1.58911 5.70373
N 2.22439 3.06202 2.71295
C 1.77976 4.21182 1.88183
C 0.48088 3.86885 1.15564
N -0.70654 3.73874 1.97343
H 3.16695 3.17951 3.07487
H 2.16758 2.16379 2.19619
H 1.57527 2.88292 3.55757
H 2.57128 4.44875 1.17011
H 1.63882 5.06331 2.54844
H 0.63005 2.93091 0.60948
H 0.31231 4.64020 0.40192
H -0.98136 4.62399 2.38013
H -0.59131 3.07656 2.73884
C -2.06938 -3.53511 0.61998
C -2.40550 -3.08241 -0.80376
C -3.46385 -1.97703 -0.85161
C -1.20813 -2.74205 -1.67409
C -0.96824 -3.58327 -2.74372
C 0.06809 -3.36803 -3.64068
C 0.88201 -2.25779 -3.49525
C 0.70256 -1.35352 -2.46590
C 1.68491 -0.19639 -2.40208
C 1.10640 1.19680 -2.14905
C 2.81408 -0.52315 -1.41905
C -0.34172 -1.60196 -1.50983
N -0.46992 -0.71559 -0.51620
H -2.97994 -3.86918 1.11896
H -1.64307 -2.74280 1.22877
H -1.36385 -4.36667 0.60818
H -2.84943 -3.95648 -1.28818
H -3.08876 -1.04783 -0.43054
H -4.34479 -2.27619 -0.28209
H -3.77107 -1.78085 -1.87991
H -1.61214 -4.44387 -2.87583
H 0.23217 -4.05960 -4.45632
H 1.67696 -2.08008 -4.20946
H 2.12175 -0.16085 -3.40437
H 0.77510 1.31901 -1.12157
H 0.26494 1.40747 -2.81167
H 1.88415 1.93805 -2.34631
H 2.42764 -0.64110 -0.40662
H 3.55129 0.28197 -1.40778
H 3.32010 -1.44742 -1.70005
O -3.06358 1.88540 0.39391
N -2.18239 1.19258 0.60742
```

Values from the calculation:
* spin multiplicity: 2
* ΔE to the lowest compared entry with this formula, charge and spin: 23.2 kcal/mol

---

[5]
The following is a quantum chemistry calculation of C14H26N5Tm as an isolated structure in a non-equilibrium geometry, from OMol25.

The geometry in XYZ format:
```
46
C14H26N5Tm | OMol25 | wB97M-V/def2-TZVPD
C 1.73267 2.38109 0.28822
H 1.86897 2.52802 1.37309
H 2.43675 3.03558 -0.24673
H 2.08676 1.35961 0.06902
C 0.27822 2.71272 -0.11127
H -0.22435 1.89461 -0.70337
H -0.33885 2.83851 0.79755
C 0.21315 3.98499 -0.97296
H -0.82546 4.27086 -1.16256
H 0.71193 4.81789 -0.46599
H 0.71194 3.83043 -1.93586
C -0.60402 -2.06561 -0.66387
C -1.01522 -1.00797 -1.55347
C 0.17736 -0.36832 -2.04619
C 1.30964 -0.98856 -1.42172
C 0.83365 -2.02258 -0.55398
C 1.68340 -2.96682 0.21959
C 2.73115 -0.76571 -1.79727
C 0.25470 0.64720 -3.13297
C -2.42136 -0.64360 -1.87890
C -1.50437 -3.05460 -0.01352
Tm -0.14298 -0.02846 0.42576
H 3.40323 -1.03344 -0.97422
H 3.02456 -1.38047 -2.66426
H 2.91883 0.28059 -2.06790
H 2.64401 -2.50454 0.48348
H 1.18365 -3.27032 1.14959
H 1.89937 -3.87903 -0.35947
H -2.47340 -2.60480 0.25208
H -1.69603 -3.88901 -0.70582
H -1.04876 -3.47120 0.89605
H -2.48854 0.36988 -2.30123
H -2.82198 -1.34671 -2.62532
H -3.07207 -0.69596 -0.98901
H 0.93735 1.47314 -2.87798
H 0.62939 0.19924 -4.06924
H -0.73312 1.07585 -3.34490
N -2.26312 1.35740 4.62235
N -1.35039 0.47936 4.05932
N -1.32459 -0.79883 4.56449
C -0.77749 -1.47860 3.55907
N -0.58156 -0.71418 2.46326
N -1.04463 0.53682 2.76236
H -1.97467 2.31413 4.46841
H -2.40341 1.11384 5.59904
H -0.54033 -2.52246 3.58727
```

Values from the calculation:
* spin multiplicity: 3
* total charge: +2
* ΔE to the lowest compared entry with this formula, charge and spin: 0.0 kcal/mol

---

no.,total energy (eV)
1,-99110.769
2,-36377.107
3,-55574.953
4,-75407.026
5,-51903.486